Computed, not measured: a gas-phase ion, C5H8N (charge +1) at a distorted geometry, with the ωB97M-V functional and the def2-TZVPD basis.

Output
HOMO energy: -15.386 eV
Spin multiplicity: 1
HOMO-LUMO gap: 11.43 eV
Calculated total energy: -249.6723 hartree
Charge: +1
SMILES: C#CC/C=[NH+]/C

Each line ends with the natural charge from an NBO analysis.
CARTESIAN COORDINATES (ANGSTROEM)
C  1.399  -0.227  2.158  -0.138
C  0.744  0.704  1.820  -0.073
C  -0.610  1.181  1.420  -0.492
C  -0.846  0.518  0.144  0.263
N  0.016  -0.136  -0.421  -0.434
C  -0.041  -1.001  -1.591  -0.445
H  2.156  -1.024  2.265  0.283
H  -1.404  1.339  2.100  0.302
H  -0.460  2.113  0.735  0.290
H  -1.920  0.557  -0.120  0.250
H  0.925  -0.156  0.235  0.453
H  0.890  -1.312  -2.197  0.270
H  -0.416  -1.944  -1.354  0.238
H  -0.774  -0.505  -2.245  0.233

=====

Computed, not measured: a gas-phase ion, C5H8N (charge +1) at a distorted geometry, with the ωB97M-V functional and the def2-TZVPD basis.

Output
HOMO energy: -14.002 eV
Spin multiplicity: 1
HOMO-LUMO gap: 9.19 eV
Calculated total energy: -249.6848 hartree
Charge: +1
SMILES: C#[N+]CCC=C

Each line ends with the natural charge from an NBO analysis.
CARTESIAN COORDINATES (ANGSTROEM)
C  0.894  0.366  2.321  0.438
N  1.280  0.507  1.249  -0.138
C  1.538  0.466  -0.070  -0.282
C  0.186  0.424  -0.835  -0.410
C  -0.614  -0.781  -0.416  -0.278
C  -1.920  -0.711  -0.066  -0.315
H  0.325  0.117  3.140  0.285
H  2.043  1.230  -0.549  0.278
H  2.186  -0.465  -0.006  0.268
H  0.614  0.225  -1.852  0.256
H  -0.261  1.471  -0.720  0.247
H  -0.262  -1.679  -0.818  0.222
H  -2.577  -1.553  0.124  0.221
H  -2.521  0.207  0.374  0.208

=====

Computed, not measured: a gas-phase ion, C5H8N (charge +1) at a distorted geometry, with the ωB97M-V functional and the def2-TZVPD basis.

Output
HOMO energy: -14.565 eV
Spin multiplicity: 1
HOMO-LUMO gap: 11.20 eV
Calculated total energy: -249.6883 hartree
Charge: +1
SMILES: C1=C[C@]2(C1)C[NH2+]2

Each line ends with the natural charge from an NBO analysis.
CARTESIAN COORDINATES (ANGSTROEM)
C  -1.946  0.072  0.068  -0.127
C  -1.254  -1.052  -0.038  -0.172
C  0.183  -0.097  -0.140  0.125
C  -0.862  1.092  -0.125  -0.440
C  1.556  -0.147  -0.649  -0.229
N  1.371  -0.332  0.765  -0.532
H  -3.088  0.185  0.052  0.260
H  -1.319  -2.126  0.040  0.247
H  -1.056  1.623  -1.048  0.252
H  -0.639  1.847  0.657  0.236
H  1.988  -0.950  -1.177  0.251
H  1.907  0.856  -0.732  0.235
H  1.249  -1.293  1.072  0.449
H  1.912  0.325  1.254  0.445

=====

Computed, not measured: a gas-phase ion, C5H8N (charge +1) at a distorted geometry, with the ωB97M-V functional and the def2-TZVPD basis.

Output
HOMO energy: -14.371 eV
Spin multiplicity: 1
HOMO-LUMO gap: 10.25 eV
Calculated total energy: -249.6065 hartree
Charge: +1

Each line ends with the natural charge from an NBO analysis.
CARTESIAN COORDINATES (ANGSTROEM)
C  1.512  -0.711  0.018  -0.180
C  0.167  -1.287  0.250  0.139
C  1.673  0.688  0.209  -0.423
C  0.373  0.324  -0.529  0.016
C  -1.965  -0.080  -0.071  -0.431
N  -0.613  -0.044  0.414  -0.410
H  2.101  -1.439  -0.579  0.291
H  1.625  1.117  1.225  0.262
H  2.493  1.135  -0.311  0.278
H  0.170  0.664  -1.497  0.284
H  -1.858  -0.914  -0.766  0.248
H  -2.647  -0.461  0.745  0.250
H  -2.380  0.790  -0.421  0.242
H  -0.652  0.219  1.313  0.434

=====

Computed, not measured: a gas-phase ion, C5H8N (charge +1) at a distorted geometry, with the ωB97M-V functional and the def2-TZVPD basis.

Output
HOMO energy (spin up / spin down): -13.556 / -13.692 eV
Spin multiplicity: 1
HOMO-LUMO gap (spin up / spin down): 8.00 / 8.91 eV
Calculated total energy: -249.6175 hartree
Charge: +1

Each line ends with the Löwdin charge.
CARTESIAN COORDINATES (ANGSTROEM)
C  0.475  1.442  0.502  0.163
C  1.042  0.352  0.018  -0.134
C  -1.734  -0.673  0.526  0.097
C  -1.665  0.226  -0.583  -0.180
C  2.065  -0.632  -0.189  0.026
N  -0.236  0.728  -0.486  0.106
H  0.353  2.278  1.145  0.139
H  -1.783  -0.274  1.527  0.086
H  -1.519  -1.726  0.428  0.084
H  -1.763  -0.225  -1.569  0.133
H  -2.271  1.129  -0.506  0.136
H  2.666  -0.321  -1.053  0.125
H  1.641  -1.605  -0.431  0.108
H  2.730  -0.700  0.670  0.112

=====

Computed, not measured: a gas-phase ion, C5H8N (charge +1) at a distorted geometry, with the ωB97M-V functional and the def2-TZVPD basis.

Output
HOMO energy: -14.243 eV
Spin multiplicity: 1
HOMO-LUMO gap: 9.14 eV
Calculated total energy: -249.7039 hartree
Charge: +1
SMILES: C=CCC#[N+]C

Each line ends with the natural charge from an NBO analysis.
CARTESIAN COORDINATES (ANGSTROEM)
C  -2.036  1.101  -1.087  -0.332
C  -1.476  1.527  0.017  -0.203
C  -0.286  0.914  0.763  -0.619
C  0.626  -0.010  0.251  0.702
N  1.520  -0.771  0.312  -0.190
C  2.123  -1.995  -0.080  -0.443
H  -2.996  1.347  -1.407  0.225
H  -1.541  0.484  -1.947  0.196
H  -2.156  2.166  0.560  0.244
H  0.160  1.649  1.322  0.312
H  -0.859  0.456  1.580  0.324
H  2.281  -2.077  -1.096  0.260
H  3.060  -1.928  0.530  0.260
H  1.580  -2.864  0.283  0.263

=====

Computed, not measured: a gas-phase ion, C5H8N (charge +1) at a distorted geometry, with the ωB97M-V functional and the def2-TZVPD basis.

Output
HOMO energy: -15.323 eV
Spin multiplicity: 1
HOMO-LUMO gap: 8.71 eV
Calculated total energy: -249.6486 hartree
Charge: +1

Each line ends with the natural charge from an NBO analysis.
CARTESIAN COORDINATES (ANGSTROEM)
C  -0.922  -1.233  0.487  -0.661
C  -1.495  0.206  0.058  0.203
C  1.530  -0.452  0.333  -0.255
C  0.409  -1.079  0.521  0.543
C  1.565  0.935  -0.217  -0.613
N  -1.555  0.379  -1.188  -0.512
H  -1.554  -1.528  1.342  0.310
H  -1.277  -2.061  -0.231  0.310
H  -1.702  0.736  0.910  0.206
H  2.379  -1.083  0.494  0.309
H  0.852  1.139  -1.069  0.260
H  2.530  1.151  -0.440  0.255
H  1.168  1.602  0.515  0.247
H  -1.928  1.288  -1.514  0.399

=====

Computed, not measured: a gas-phase ion, C5H8N (charge +1) at a distorted geometry, with the ωB97M-V functional and the def2-TZVPD basis.

Output
HOMO energy (spin up / spin down): -14.114 / -13.597 eV
Spin multiplicity: 1
HOMO-LUMO gap (spin up / spin down): 8.24 / 8.00 eV
Calculated total energy: -249.5840 hartree
Charge: +1
SMILES: C=C(C)[N+]1=CC1

Each line ends with the natural charge from an NBO analysis.
CARTESIAN COORDINATES (ANGSTROEM)
C  -1.502  -1.585  -0.009  -0.166
C  -0.430  -0.254  0.036  0.246
C  -1.099  1.088  -0.142  -0.695
N  0.852  -0.366  0.026  -0.264
C  1.985  -0.946  -0.184  0.173
C  2.096  0.434  0.168  -0.190
H  -0.952  -2.450  0.098  0.205
H  -2.443  -1.186  0.002  0.213
H  -2.254  1.051  -0.103  0.269
H  -0.685  1.611  -1.075  0.260
H  -0.791  1.702  0.797  0.255
H  2.352  -1.832  -0.549  0.253
H  2.261  0.861  1.113  0.232
H  2.186  1.117  -0.549  0.210